[1]
The following is a DFT calculation (wB97M-V/def2-TZVPD) of a cluster of 19 separate species, H38O19 in total.

The value obtained for the LUMO energy (alpha / beta) is 0.08156 / 0.07804 hartree. The HOMO energy (alpha / beta) is 0.0041 / -0.2982 Ha. Its total charge is -1. As for the spin multiplicity: 2. The value obtained for the frontier orbital gap (alpha / beta) is 2.11 / 10.24 eV.

Geometry as XYZ:
```
57
Properties=species:S:1:pos:R:3:forces:R:3:lowdin_charge:R:1
O 1.79225 -1.28916 -1.92134 0.936 0.241 -0.018 -0.064
H 2.35737 -0.68172 -2.41563 -0.088 0.100 0.018 0.075
H 0.89760 -0.94836 -1.93542 -0.698 0.283 -0.131 0.006
O 0.84391 -2.58113 -4.02532 -0.190 -0.687 0.810 -0.081
H 0.20599 -2.50890 -3.29705 -0.559 0.150 -0.636 -0.020
H 1.55184 -2.83123 -3.41164 0.557 0.114 -0.741 0.025
O 0.81532 3.58231 1.90985 -0.664 -0.729 0.834 -0.101
H 1.49276 2.99398 2.31137 -0.254 -0.036 -0.064 -0.012
H 1.31963 4.32668 1.62682 0.594 0.912 -0.371 -0.007
O -4.16978 0.55158 1.68907 -0.505 -0.174 -1.170 -0.072
H -4.58190 -0.12105 2.23405 0.107 0.151 0.253 0.035
H -3.91176 1.29638 2.23379 0.005 -0.405 0.547 -0.012
O 1.82516 -1.78973 3.29753 -0.171 0.704 0.426 -0.092
H 2.62518 -1.71029 3.82976 0.011 -0.029 -0.096 0.026
H 1.94068 -2.56164 2.75504 0.124 -0.629 -0.386 -0.004
O 3.48831 1.60323 -0.25635 -0.690 -2.218 -0.256 -0.119
H 3.18497 2.20235 0.42825 0.529 0.984 -0.628 -0.024
H 4.13896 1.81514 -0.92593 0.145 1.077 0.548 0.022
O -2.50049 1.57598 3.48714 0.676 0.585 0.417 -0.072
H -1.57881 1.39275 3.70306 0.022 -0.599 0.372 0.042
H -2.33457 2.36657 2.96366 -0.398 0.410 -0.294 0.027
O -0.51715 -3.92681 1.18396 -0.097 -0.209 1.083 -0.069
H 0.31902 -3.97805 0.70829 0.410 -0.056 0.241 -0.003
H -0.98707 -4.75362 1.04720 0.105 -0.043 0.000 0.042
O -0.92277 -3.37096 -1.25934 -0.895 0.471 -1.917 -0.069
H -0.12879 -3.12473 -0.77897 -0.007 -0.310 0.282 0.004
H -1.14459 -4.30001 -1.20335 0.627 -0.098 0.475 0.046
O -2.72171 -2.55872 2.94483 -0.511 0.111 0.249 -0.075
H -1.88160 -3.01549 2.88771 0.381 0.055 -0.235 -0.002
H -2.51121 -1.61899 2.98631 0.138 -0.082 -0.135 0.019
O -0.92710 -0.80334 -2.11051 -2.154 -0.313 -0.944 -0.087
H -1.38546 -1.43723 -2.70256 1.258 -0.767 -0.175 0.013
H -1.80384 -0.37883 -2.04384 0.839 1.244 1.026 0.075
O 0.04659 1.77624 -1.92161 -0.211 0.644 -0.269 -0.075
H -0.57711 1.56920 -1.21209 0.405 -0.015 0.268 0.004
H 0.64298 1.02920 -1.98188 -0.151 -0.170 0.096 -0.014
O -2.95501 -2.56804 -3.29059 0.262 -0.367 0.768 -0.064
H -3.10608 -2.48127 -2.33418 -0.304 0.234 -0.169 0.044
H -2.36370 -3.33514 -3.24469 0.061 0.102 -0.502 0.034
O -3.21795 3.08516 0.33664 -1.547 -2.662 -0.852 -0.116
H -3.86565 2.66223 -0.26964 -0.572 1.884 -0.448 0.056
H -3.02741 2.12493 0.53289 1.306 1.131 1.140 0.012
O 1.98368 4.01470 -0.60775 1.309 0.422 1.469 -0.087
H 1.12722 4.42292 -0.48104 -0.335 -0.404 -1.111 0.025
H 2.24667 3.66217 -1.45459 -0.860 0.328 -0.390 -0.006
O 2.41112 1.80765 -3.43401 0.465 -0.088 0.731 -0.078
H 2.06800 2.22057 -2.61225 -0.071 -0.337 -0.914 -0.010
H 2.01003 2.23949 -4.19174 -0.297 0.147 0.196 0.038
O 1.97101 -2.91652 0.01153 -0.098 1.088 -0.757 -0.129
H 2.00909 -2.44624 -0.88452 0.076 -1.024 0.619 0.004
H 2.05602 -2.05722 0.46733 -0.082 -0.492 0.714 0.032
O -1.12790 1.85842 0.76836 0.376 -0.095 0.321 -0.108
H -0.57246 1.93647 1.55501 0.405 -0.327 -0.259 0.015
H -1.20847 2.79322 0.53693 0.046 -0.009 -0.204 0.028
O 2.72260 1.84009 2.81738 -1.258 0.676 1.527 -0.112
H 3.45232 2.37175 2.48761 0.583 -0.851 -0.652 0.014
H 2.48405 0.97308 2.46647 0.914 -0.023 -0.705 0.021
```
Forces are in eV/Å.


[2]
The following is a DFT calculation (wB97M-V/def2-TZVPD) of a cluster of 6 separate species, C31H75N7O6 in total.

The value obtained for the LUMO energy is 0.01047 hartree. The HOMO energy is -0.3008 Ha. The SMILES is CC1(C)CCCC(C)(C)N1O.CC1(C)CCCC(C)(C)N1O.COC[C@H](C)N.COC[C@H](C)N.COC[C@H](C)N.NC(N)=O. The value obtained for the frontier orbital gap is 8.47 eV.

Geometry as XYZ:
```
119
Properties=species:S:1:pos:R:3:forces:R:3:lowdin_charge:R:1
C -1.36707 4.37331 -1.20294 1.898 -0.409 0.727 -0.046
C -2.65298 3.97640 -1.84502 1.947 -1.799 -3.176 -0.516
C -3.75099 4.77381 -1.40550 -2.837 2.846 2.015 -0.051
C -2.43675 4.25767 -3.37587 -0.906 -0.411 -0.508 -0.132
C -3.51845 3.58172 -4.28714 1.565 -0.748 1.644 -0.147
C -3.37174 2.07395 -3.96097 0.097 0.316 0.290 -0.142
C -3.69754 1.63980 -2.46281 0.456 0.844 -2.652 -0.452
C -5.25635 1.84911 -2.30472 1.661 -1.459 0.661 -0.010
C -3.18282 0.15353 -2.40718 -0.703 0.333 -0.261 -0.029
N -2.84002 2.48354 -1.64515 1.704 1.112 -1.806 -0.131
O -2.90550 2.22629 -0.29910 -1.113 -0.358 0.810 -0.029
H -1.35198 4.28765 -0.11641 -0.268 0.200 0.052 0.080
H -0.55043 3.73347 -1.53731 -0.107 -0.438 -0.101 0.081
H -0.95196 5.33901 -1.49141 -0.743 0.437 0.057 0.102
H -4.69406 4.25308 -1.23945 -0.022 0.036 -0.112 0.086
H -3.53363 5.34866 -0.50528 0.073 -0.644 0.797 0.094
H -3.94814 5.67217 -1.99047 -0.222 -0.410 -0.896 0.101
H -2.42161 5.32219 -3.60970 -0.274 0.273 0.621 0.113
H -1.44556 3.96490 -3.72217 0.043 -0.625 0.192 0.113
H -4.51852 3.94786 -4.05497 0.060 0.270 -0.484 0.097
H -3.13251 3.77009 -5.28897 -0.844 -0.010 -0.271 0.110
H -2.31318 1.90933 -4.16209 0.102 -0.531 0.156 0.111
H -3.93077 1.41663 -4.62693 -0.201 0.091 -0.021 0.113
H -5.64543 2.79686 -2.67687 0.209 -0.137 0.226 0.070
H -5.41070 1.67967 -1.23909 -0.796 0.302 0.120 0.072
H -5.71476 1.00910 -2.82658 -0.262 0.151 -0.014 0.084
H -2.12641 0.05105 -2.65536 0.176 0.614 0.456 0.078
H -3.62264 -0.41550 -3.22624 -0.577 0.041 0.048 0.077
H -3.38885 -0.40283 -1.49279 -0.126 0.247 0.136 0.067
H -3.81880 2.46333 -0.12220 -0.392 0.009 1.177 0.093
C 0.19694 0.18807 3.28170 -0.865 -0.786 0.893 -0.017
C -0.91005 -0.48240 4.20835 0.329 2.206 -0.285 -0.442
C -1.14059 0.62861 5.25636 -0.971 0.191 0.799 -0.054
C -2.26972 -0.60097 3.39363 0.404 0.368 -0.310 -0.151
C -3.37630 -1.34382 4.08010 1.487 -1.068 2.081 -0.184
C -2.74270 -2.67755 4.61270 0.033 0.771 -0.384 -0.110
C -1.47492 -2.53420 5.56462 0.561 -1.404 -0.156 -0.428
C -1.69914 -2.01773 6.99577 0.346 -0.479 0.264 -0.040
C -0.87752 -4.03385 5.67277 -0.815 0.407 -1.192 -0.040
N -0.46621 -1.74242 4.79527 -0.508 -0.961 -1.468 -0.113
O 0.79729 -1.61300 5.43386 -0.848 0.668 0.916 -0.011
H 0.92389 0.73589 3.88132 0.125 -0.366 0.219 0.068
H 0.72219 -0.54472 2.66914 -0.206 0.210 -0.308 0.071
H -0.31597 0.97947 2.73515 0.039 -0.314 -0.538 0.064
H -1.91317 0.36602 5.97904 0.096 -0.278 0.178 0.057
H -0.26250 0.93977 5.82226 0.165 -0.340 -0.124 0.086
H -1.57011 1.53255 4.82449 0.301 0.095 -0.493 0.081
H -2.68405 0.39995 3.27285 0.593 0.388 -0.255 0.108
H -2.14077 -0.98997 2.38361 0.495 -0.212 -0.022 0.102
H -3.62248 -0.74179 4.95477 -0.556 -0.007 0.118 0.098
H -4.27432 -1.50422 3.48351 0.174 -0.055 -0.070 0.111
H -2.37186 -3.16459 3.71083 0.105 -0.340 0.013 0.106
H -3.54115 -3.30530 5.00831 0.323 -0.147 0.506 0.111
H -0.73539 -1.59929 7.28592 -0.166 0.404 0.183 0.080
H -1.82778 -2.85331 7.68378 -0.206 -0.190 -0.103 0.073
H -2.52340 -1.33704 7.20875 0.127 0.196 -0.435 0.071
H 0.01848 -4.31614 6.22558 0.028 0.981 0.415 0.073
H -0.66431 -4.33880 4.64824 0.107 0.075 -0.199 0.067
H -1.64303 -4.74430 5.98478 -0.302 0.255 0.283 0.070
H 1.45030 -2.13325 4.96002 -0.383 -0.268 -0.493 0.103
C 3.24762 2.87024 -1.27426 -1.064 -2.128 0.385 -0.099
O 2.32731 3.14049 -0.23999 -0.955 1.444 1.916 -0.231
C 2.68721 2.69587 1.11753 2.437 -1.208 -0.965 -0.149
C 2.16437 3.46483 2.31282 -0.748 -1.503 -0.507 -0.490
C 0.82450 3.89389 1.98345 -3.195 2.023 1.147 -0.104
N 2.97456 4.53996 2.74772 1.515 1.600 -0.530 0.059
H 4.24694 3.28189 -1.13284 -0.117 0.098 -0.130 0.092
H 2.75961 3.03561 -2.23477 0.169 1.159 0.081 0.087
H 3.20715 1.78160 -1.31065 1.286 -0.506 -0.003 0.082
H 2.57088 1.61488 1.19523 -1.035 -0.091 -0.079 0.107
H 3.77511 2.71236 1.18303 0.513 0.459 -0.152 0.115
H 1.99804 2.85578 3.20135 0.551 -1.042 -0.352 0.130
H 0.40194 4.35827 2.87446 -0.106 -0.072 0.687 0.085
H 0.09673 3.10289 1.80241 0.262 0.058 -0.775 0.069
H 0.77622 4.79518 1.37234 0.051 -0.571 -1.147 0.088
H 2.47274 5.41259 2.66528 -0.366 0.214 0.370 0.068
H 3.66371 4.67060 2.02101 0.690 0.056 0.129 0.070
C 1.16704 -3.29531 -3.06812 -0.375 -1.066 -0.317 -0.146
O 2.20943 -2.84284 -3.87462 -0.078 1.463 -1.069 -0.200
C 1.79638 -1.80166 -4.84795 0.750 -2.114 0.349 -0.135
C 3.03790 -1.35677 -5.63419 -0.592 2.908 0.685 -0.481
C 2.61345 -0.37132 -6.76238 0.498 -0.674 0.822 -0.057
N 3.75708 -2.43289 -6.18863 0.174 -1.848 -0.259 0.040
H 0.71578 -2.53559 -2.42994 0.366 0.140 0.372 0.075
H 1.54137 -4.18603 -2.56353 0.174 0.492 0.700 0.071
H 0.33696 -3.75595 -3.60372 -0.306 0.308 -0.803 0.084
H 1.13993 -2.30680 -5.55647 -0.333 -0.029 -0.136 0.121
H 1.22132 -1.04387 -4.31582 0.368 0.417 -0.109 0.125
H 3.69175 -0.81812 -4.94830 -0.081 0.382 0.447 0.131
H 1.90859 -0.97039 -7.33890 -0.200 0.677 -0.439 0.076
H 3.47448 -0.07442 -7.36120 0.086 -0.454 -0.194 0.069
H 2.26229 0.58751 -6.38102 -0.650 -0.264 0.105 0.072
H 4.68509 -2.15639 -6.47575 -0.014 0.247 -0.165 0.082
H 3.90196 -3.07410 -5.42185 0.088 -0.545 -0.036 0.071
C 4.23980 -6.75975 -0.83512 2.158 -0.151 0.609 -0.111
O 4.28746 -5.51837 -0.14805 -0.743 -0.457 -0.292 -0.190
C 4.09270 -4.33969 -0.90374 -0.277 1.118 0.165 -0.180
C 3.65767 -3.24520 0.12786 0.604 -0.614 1.604 -0.420
C 2.20204 -3.40247 0.61256 0.276 -1.422 -1.025 -0.049
N 3.97034 -1.87874 -0.15554 -0.384 0.503 -2.026 0.037
H 3.34947 -7.08267 -1.37469 -0.286 0.466 0.274 0.088
H 4.59958 -7.48535 -0.10563 -1.053 -0.258 0.496 0.083
H 5.12462 -6.87859 -1.46047 -0.104 0.581 -1.061 0.078
H 4.99833 -3.99683 -1.40414 0.440 -0.042 0.202 0.119
H 3.39373 -4.48081 -1.72814 -0.447 -0.154 0.145 0.091
H 4.35661 -3.41925 0.94596 -0.231 -0.848 0.421 0.130
H 2.14113 -4.43301 0.96239 -0.318 0.109 0.792 0.074
H 1.54319 -3.44794 -0.25460 -0.055 0.358 -0.357 0.043
H 1.78426 -2.62811 1.25593 0.519 -0.192 0.296 0.062
H 4.09241 -1.32476 0.68011 -0.134 -0.205 0.118 0.071
H 3.10265 -1.57493 -0.57377 0.156 1.197 -0.254 0.035
N -0.20495 1.32792 -0.11788 -0.095 1.689 -0.051 0.208
C 0.18049 0.05243 -0.01213 0.956 -0.932 -1.013 -0.682
N -0.73763 -0.92253 -0.25559 -1.131 0.274 0.229 0.182
O 1.36421 -0.23057 0.14985 0.351 -0.176 0.133 -0.010
H -1.10409 1.75207 -0.29604 -0.164 -0.973 0.056 0.057
H 0.54652 1.96975 -0.32634 0.362 -0.036 0.381 0.076
H -0.49307 -1.90215 -0.28106 0.094 0.424 0.354 0.099
H -1.70438 -0.63020 -0.25027 0.130 -0.433 -0.139 0.067
```
Forces are in eV/Å.


Listing ΔE to the lowest compared entry with this formula, charge and spin for the structures above in their given order: 1.132; 2.596 eV.
Listing energy for the structures above in their given order: -39517.5707; -56072.2782 eV.